ORCA calculation (wB97M-V/def2-TZVPD) on one molecule with the formula C2H6O2Se in a non-equilibrium geometry.

Geometry as ORCA input:
```
! RIJCOSX wB97M-V def2-TZVPD def2/J DEFGRID3
* xyz 0 1
O 1.330 1.184 -0.855
C 0.608 1.566 0.207
Se -1.612 0.603 -0.113
C -0.933 -1.211 0.291
O 0.124 -1.738 -0.426
H 1.569 0.205 -0.759
H 0.285 2.587 0.151
H 0.775 1.213 1.346
H -0.401 -0.940 1.224
H -1.840 -1.857 0.394
H 0.096 -1.611 -1.460
*
```

DFT total energy = -2631.62041 Eh


ORCA calculation (wB97M-V/def2-TZVPD) on C38H34AuI2NO2PSi as an isolated structure in a non-equilibrium geometry.

Geometry as ORCA input:
```
! RIJCOSX wB97M-V def2-TZVPD def2/J DEFGRID3
* xyz 1 1
Au 0.310 0.255 -0.554
I -1.553 -1.918 -1.304
C -3.028 -1.224 -2.602
C -3.576 -2.242 -3.338
C -4.639 -2.009 -4.227
C -5.130 -0.749 -4.338
C -4.587 0.320 -3.583
C -5.198 1.588 -3.726
C -4.773 2.654 -3.000
C -3.682 2.486 -2.136
C -3.020 1.289 -1.982
P -1.644 1.531 -0.789
C -2.493 1.843 0.775
C -2.793 3.122 1.237
C -3.493 3.280 2.423
C -3.903 2.169 3.145
C -3.627 0.893 2.674
C -2.928 0.727 1.490
C -0.817 3.059 -1.307
C -0.738 3.430 -2.649
C -0.015 4.552 -3.016
C 0.630 5.314 -2.050
C 0.575 4.933 -0.716
C -0.129 3.801 -0.343
C -3.487 0.127 -2.691
H -3.192 -3.247 -3.233
H -5.056 -2.828 -4.795
H -5.958 -0.533 -5.000
H -6.026 1.681 -4.416
H -5.248 3.621 -3.086
H -3.353 3.353 -1.578
H -2.478 3.999 0.688
H -3.715 4.275 2.783
H -4.441 2.297 4.074
H -3.943 0.024 3.234
H -2.695 -0.270 1.143
H -1.254 2.853 -3.407
H 0.036 4.840 -4.058
H 1.178 6.200 -2.338
H 1.094 5.512 0.036
H -0.127 3.478 0.691
I -0.713 0.862 8.540
C -0.455 0.692 6.483
C -0.608 -0.546 5.874
C -0.444 -0.652 4.502
C -0.112 0.464 3.745
C 0.043 1.697 4.368
C -0.135 1.819 5.736
C 0.056 0.350 2.262
O 0.608 1.304 1.651
O -0.380 -0.680 1.690
H -0.862 -1.416 6.463
H -0.587 -1.602 4.005
H 0.302 2.559 3.770
H -0.023 2.779 6.219
C 4.428 0.052 -3.217
Si 2.858 0.596 -2.375
C 1.485 0.332 -3.612
C 3.039 2.346 -1.792
N 2.337 -0.329 -0.892
C 2.989 -1.213 -0.138
C 2.319 -1.851 0.953
C 2.979 -2.739 1.767
C 4.321 -3.032 1.542
C 5.010 -2.432 0.479
C 4.369 -1.555 -0.352
H 4.466 0.607 -4.159
H 4.450 -1.008 -3.469
H 5.330 0.308 -2.663
H 1.583 1.077 -4.405
H 0.475 0.419 -3.210
H 1.579 -0.658 -4.062
H 2.864 3.037 -2.618
H 4.049 2.518 -1.417
H 2.338 2.589 -0.995
H 1.275 -1.624 1.123
H 2.452 -3.208 2.586
H 4.838 -3.730 2.187
H 6.053 -2.667 0.317
H 4.909 -1.093 -1.157
*
```

DFT total energy = -3035.39244 Eh


ORCA calculation (wB97M-V/def2-TZVPD) on one molecule with the formula C26H33N3O4S.

Geometry as ORCA input:
```
! RIJCOSX wB97M-V def2-TZVPD def2/J DEFGRID3
* xyz 0 1
C -5.831 -0.866 -1.345
N -4.530 -0.923 -0.736
C -3.871 -2.101 -0.471
O -4.309 -3.197 -0.723
C -2.519 -1.756 0.159
C -1.415 -2.210 -0.802
C -2.373 -2.447 1.515
C -2.593 -0.259 0.262
C -1.716 0.659 0.791
C -2.063 2.001 0.720
S -0.948 3.245 1.341
O -1.699 4.433 1.635
O -0.113 2.677 2.362
N -0.015 3.572 -0.010
C 1.380 3.198 -0.023
C 1.761 2.395 -1.274
C 3.232 1.984 -1.178
C 3.637 1.063 -2.328
C 2.732 -0.167 -2.423
C 2.766 -1.149 -1.248
O 1.876 -1.957 -1.075
N 3.840 -1.103 -0.432
C 3.913 -1.974 0.728
C 2.767 -1.734 1.683
C 2.067 -2.801 2.228
C 1.014 -2.577 3.098
C 0.636 -1.283 3.417
C 1.325 -0.211 2.874
C 2.390 -0.441 2.022
C 1.283 0.300 -2.598
C 0.871 1.160 -1.408
C -3.245 2.427 0.147
C -4.145 1.510 -0.375
C -3.803 0.169 -0.308
H -6.139 -1.892 -1.544
H -6.551 -0.395 -0.672
H -5.794 -0.308 -2.282
H -1.514 -1.699 -1.758
H -0.429 -2.000 -0.396
H -1.503 -3.280 -0.972
H -3.112 -2.068 2.219
H -1.379 -2.270 1.913
H -2.524 -3.517 1.391
H -0.792 0.366 1.263
H -0.233 4.474 -0.397
H 1.527 2.580 0.866
H 2.027 4.079 0.065
H 1.621 3.027 -2.158
H 3.385 1.478 -0.224
H 3.865 2.874 -1.185
H 4.689 0.779 -2.238
H 3.542 1.614 -3.268
H 3.024 -0.754 -3.304
H 4.576 -0.437 -0.582
H 3.884 -3.016 0.393
H 4.867 -1.791 1.228
H 2.343 -3.812 1.965
H 0.481 -3.417 3.521
H -0.194 -1.107 4.085
H 1.025 0.802 3.104
H 2.934 0.400 1.615
H 0.635 -0.575 -2.659
H 1.188 0.869 -3.525
H 0.948 0.563 -0.498
H -0.168 1.475 -1.513
H -3.456 3.484 0.139
H -5.076 1.833 -0.812
*
```

DFT total energy = -1874.04893 Eh


ORCA calculation (wB97M-V/def2-TZVPD) on a 2-piece molecular cluster, C6H12O overall.

Geometry as ORCA input:
```
! RIJCOSX wB97M-V def2-TZVPD def2/J DEFGRID3
* xyz 0 1
C -0.722 -1.765 -1.168
C -1.365 -0.724 -0.336
C -1.833 0.471 -0.182
C -1.952 -0.422 1.014
H -0.316 -1.341 -2.093
H 0.088 -2.270 -0.629
H -1.459 -2.530 -1.437
H -2.017 1.465 -0.556
H -1.298 -0.245 1.876
H -2.928 -0.837 1.288
C 1.958 0.712 -0.520
C 1.381 0.678 0.889
O 0.380 1.655 1.109
H 2.259 1.733 -0.792
H 1.228 0.368 -1.259
H 2.851 0.081 -0.587
H 2.186 0.791 1.630
H 0.901 -0.290 1.073
H 0.660 2.471 0.679
*
```

DFT total energy = -310.94300 Eh


ORCA calculation (wB97M-V/def2-TZVPD) on a 2-piece molecular cluster, C7H17NO overall in a non-equilibrium geometry.

Geometry as ORCA input:
```
! RIJCOSX wB97M-V def2-TZVPD def2/J DEFGRID3
* xyz 0 1
C 2.344 0.369 1.702
C 1.628 1.429 0.901
N 0.672 0.943 -0.118
C -0.533 0.362 0.473
C 1.178 0.474 -1.341
C 2.656 0.229 -1.423
O 0.429 0.355 -2.283
H 3.272 0.230 1.157
H 1.899 -0.630 1.687
H 2.489 0.551 2.748
H 1.015 2.077 1.463
H 2.257 2.134 0.379
H -0.923 -0.172 -0.352
H -0.279 -0.479 1.116
H -1.171 1.053 0.960
H 3.149 1.171 -1.133
H 3.031 -0.544 -0.804
H 2.940 0.283 -2.480
C -3.734 -2.475 1.009
C -3.750 -1.052 0.432
H -4.591 -2.546 1.671
H -3.713 -3.155 0.164
H -2.879 -2.719 1.601
H -4.559 -0.463 0.826
H -4.035 -0.983 -0.623
H -2.829 -0.471 0.477
*
```

DFT total energy = -406.85835 Eh